No. 1
C8H9ClN | ωB97M-V/def2-TZVPD

Results
* charge: +1
* multiplicity: 3
* orbital gap (spin up / spin down): 7.7615 / 5.2655 eV
* LUMO energy (spin up / spin down): -3.3 / -8.3 eV

Geometry as XYZ:
```
19
C8H9ClN | OMol25 | ωB97M-V/def2-TZVPD
C 2.889 -0.297 -0.271
C 2.591 -1.664 0.066
C 1.904 0.684 -0.305
C 1.291 -2.058 0.190
C 0.679 0.075 0.024
C -1.219 1.579 0.174
C -2.396 0.744 0.463
C -3.348 0.468 -0.418
N 0.378 -1.109 0.239
Cl -4.758 -0.480 -0.134
H 3.949 -0.217 -0.454
H 3.277 -2.482 0.069
H 2.203 1.638 -0.579
H 1.000 -3.039 0.327
H -0.417 0.745 0.459
H -0.858 2.261 0.871
H -1.305 2.061 -0.862
H -2.602 0.222 1.490
H -3.258 0.868 -1.349
```

=====

No. 2
C8H9ClN3O | ωB97M-V/def2-TZVPD

Results
* SMILES string: [H]/N=C/[NH+]=C(/O)N(Cl)c1ccccc1
* charge: +1
* orbital gap: 8.6297 eV
* LUMO energy: -4.1 eV

Geometry as XYZ:
```
22
C8H9ClN3O | OMol25 | ωB97M-V/def2-TZVPD
H -2.685 3.565 1.440
N -2.314 2.613 1.226
C -2.850 1.575 1.751
N -2.334 0.308 1.579
C -1.379 -0.182 0.695
O -1.603 -1.056 -0.220
N -0.136 0.238 0.886
Cl 0.334 1.107 2.256
C 0.899 0.014 -0.087
C 0.919 0.559 -1.333
C 2.010 0.252 -2.275
C 3.043 -0.537 -1.790
C 3.046 -1.010 -0.491
C 1.910 -0.751 0.415
H -3.625 1.479 2.549
H -2.870 -0.422 2.100
H -2.520 -1.204 -0.469
H -0.003 1.015 -1.554
H 1.911 0.487 -3.289
H 3.915 -0.735 -2.511
H 3.933 -1.412 0.020
H 1.998 -1.021 1.454
```

=====

No. 3
C8H9ClSi | ωB97M-V/def2-TZVPD

Results
* charge: 0
* multiplicity: 3
* orbital gap (spin up / spin down): 8.0703 / 7.4313 eV
* LUMO energy (spin up / spin down): 0.8 / -1.7 eV

Geometry as XYZ:
```
19
C8H9ClSi | OMol25 | ωB97M-V/def2-TZVPD
C 0.042 -2.519 -1.582
C 0.130 -1.379 -2.361
C -0.239 -2.432 -0.140
C 0.084 -0.120 -1.794
C -0.380 -1.228 0.415
C -0.181 -0.084 -0.436
C -1.306 2.407 0.774
C -0.140 1.952 1.022
Si 1.487 1.689 1.938
Cl -1.938 3.899 1.497
H 0.012 -3.523 -2.020
H 0.294 -1.640 -3.433
H -0.433 -3.322 0.381
H 0.279 0.773 -2.421
H -0.640 -1.063 1.511
H -2.087 1.968 0.032
H 1.047 0.943 3.092
H 1.811 3.011 2.504
H 2.159 0.668 1.022
```

=====

No. 4
C8H9FN2 | ωB97M-V/def2-TZVPD

Results
* SMILES string: C[C@H]1CC=c2[nH]cnc2=C1F
* charge: 0
* orbital gap (spin up / spin down): 7.3369 / 7.2116 eV
* LUMO energy (spin up / spin down): 0.5 / 0.1 eV

Geometry as XYZ:
```
20
C8H9FN2 | OMol25 | ωB97M-V/def2-TZVPD
C -0.388 -1.488 1.903
C -0.018 -1.575 0.380
C -1.173 -0.994 -0.423
C -1.255 0.564 -0.385
C -0.080 1.233 -0.405
N 0.210 2.545 -0.776
C 1.496 2.560 -1.095
N 2.114 1.421 -0.959
C 1.216 0.581 -0.417
C 1.252 -0.938 -0.082
F 2.198 -1.704 -0.587
H 0.028 -2.348 2.467
H -1.522 -1.597 1.999
H -0.013 -0.555 2.388
H 0.177 -2.686 0.141
H -2.133 -1.376 -0.042
H -1.177 -1.364 -1.462
H -2.198 1.096 -0.273
H -0.553 3.146 -0.826
H 1.817 3.480 -1.547
```

=====

No. 5
C8H9FS2 | ωB97M-V/def2-TZVPD

Results
* SMILES string: S=C(S)c1ccccc1.CF
* charge: 0
* orbital gap: 8.3279 eV
* LUMO energy: -0.3 eV

Geometry as XYZ:
```
20
C8H9FS2 | OMol25 | ωB97M-V/def2-TZVPD
S 2.074 -1.743 1.241
C 1.118 -1.357 -0.003
S 1.717 -1.750 -1.600
C -0.348 -0.982 0.004
C -1.199 -1.905 0.557
C -2.614 -1.874 0.422
C -3.116 -0.758 -0.263
C -2.215 0.180 -0.768
C -0.868 0.063 -0.754
H 0.494 -1.593 -2.063
H -0.746 -2.721 1.217
H -3.196 -2.791 0.854
H -4.207 -0.721 -0.287
H -2.560 1.126 -1.060
H -0.126 0.800 -1.133
C 3.273 1.881 0.833
F 2.434 1.526 -0.173
H 3.589 0.875 1.352
H 4.054 2.585 0.527
H 2.739 2.470 1.543
```

=====

No. 6
C8H9N | ωB97M-V/def2-TZVPD

Results
* charge: 0
* orbital gap (spin up / spin down): 7.0729 / 7.0747 eV
* LUMO energy (spin up / spin down): -1.0 / -1.0 eV

Geometry as XYZ:
```
18
C8H9N | OMol25 | ωB97M-V/def2-TZVPD
C -0.799 -0.882 0.410
C -0.948 0.028 -0.702
C 0.322 -0.963 1.220
C -0.108 0.975 -1.281
C 1.175 0.144 1.320
C 1.293 1.138 -1.125
C 0.550 -2.055 2.176
C -0.742 1.787 -2.428
N 1.603 0.902 0.326
H -1.779 -1.481 0.564
H -1.988 0.094 -1.002
H 1.107 -2.946 1.884
H 1.231 -1.679 3.076
H -0.365 -2.389 2.645
H -1.107 1.044 -3.209
H -1.709 2.077 -1.922
H 0.062 2.523 -2.627
H 2.202 1.683 0.676
```

=====

Q: What is the charge in the fourth record?
A: 0

=====

Q: Which formula does entry 3 have?
A: C8H9ClSi

=====

Q: What is the charge in the second record?
A: +1